(1)
Entry from the OMol25 dataset: a cluster of 2 separate species, C5H11NO in total in a non-equilibrium geometry (wB97M-V/def2-TZVPD).

Output
* energy relative to the best compared isomer or geometry (same formula, charge and spin): 66.1 kcal per mole
* E_HOMO: -0.3114 hartree
* E_tot: -8898.82976 eV
* charge: 0
* SMILES: C=N/C=C/CC.O
* LUMO energy: 0.726 eV

Last column: Löwdin charge in e.
Cartesian coordinates (Å):
1 C -0.17 1.17 2.70  -0.0583
2 N 0.47 1.54 1.70  -0.0299
3 C 1.11 0.69 0.72  -0.1388
4 C 0.35 0.39 -0.34  -0.1649
5 C 0.72 -0.47 -1.52  -0.2636
6 C 0.36 0.32 -2.79  -0.1330
7 H -0.52 1.96 3.42  0.0834
8 H -0.47 0.16 2.88  0.0541
9 H 2.15 0.42 0.82  0.1075
10 H -0.73 0.51 -0.15  0.1138
11 H 1.71 -0.91 -1.42  0.1021
12 H 0.01 -1.36 -1.48  0.1117
13 H -0.48 0.99 -2.60  0.0574
14 H 0.08 -0.36 -3.66  0.0834
15 H 1.06 1.10 -3.20  0.0780
16 O -2.17 -1.88 1.77  -0.0600
17 H -1.86 -1.78 0.87  0.0172
18 H -1.62 -2.49 2.28  0.0400

(2)
Entry from the OMol25 dataset: the molecule C3H8N2S2 in a non-equilibrium geometry (wB97M-V/def2-TZVPD).

Output
* energy relative to the best compared isomer or geometry (same formula, charge and spin): 24.8 kcal per mole
* E_HOMO: -0.3116 hartree
* E_tot: -27890.62098 eV
* charge: 0
* SMILES: [H]/N=C/NSCSC
* LUMO energy: 0.627 eV

Last column: Löwdin charge in e.
Cartesian coordinates (Å):
1 H -2.12 2.00 0.03  0.0518
2 N -1.49 1.21 -0.08  0.0983
3 C -2.14 0.14 0.02  -0.3709
4 N -1.60 -1.13 -0.12  -0.4182
5 S -0.16 -1.53 -0.77  0.8459
6 C 0.89 -1.07 0.65  -0.7641
7 S 2.55 -0.59 0.04  0.7290
8 C 2.06 0.99 -0.63  -0.4662
9 H -3.16 -0.02 0.32  0.1114
10 H -2.12 -1.85 0.31  0.0637
11 H 0.41 -0.25 1.21  0.0397
12 H 0.94 -1.93 1.26  0.0030
13 H 1.83 1.74 0.16  0.0458
14 H 2.93 1.38 -1.18  0.0352
15 H 1.17 0.92 -1.22  -0.0043

(3)
Entry from the OMol25 dataset: a structure of composition C21H23N3O3 in a non-equilibrium geometry (wB97M-V/def2-TZVPD).

Output
* energy relative to the best compared isomer or geometry (same formula, charge and spin): 518.9 kcal per mole
* E_HOMO: -0.2561 hartree
* E_tot: -32743.35075 eV
* charge: 0
* LUMO energy: 0.068 eV

Last column: Löwdin charge in e.
Cartesian coordinates (Å):
1 C 3.52 1.67 5.39  -0.0180
2 C 3.19 0.15 4.96  -0.1861
3 O 1.86 -0.08 4.44  -0.0271
4 C 1.74 0.38 3.18  -0.3778
5 C 0.59 0.36 2.72  -0.0306
6 C 0.11 0.76 1.57  -0.1097
7 C 1.08 1.23 0.71  -0.1804
8 C 2.50 0.98 1.01  0.1325
9 C 2.80 0.67 2.36  0.0397
10 H 3.77 0.80 2.57  0.0741
11 H 3.10 1.22 0.46  -0.0248
12 O 0.63 1.16 -0.47  0.0627
13 C -0.63 1.14 -0.60  -0.0434
14 C -1.23 0.66 0.83  -0.1178
15 C -2.38 0.32 1.32  -0.1095
16 H -2.46 -0.38 2.07  0.0537
17 H -3.16 0.37 0.47  0.1098
18 H -2.85 1.32 2.00  0.1872
19 C -1.76 0.99 -1.70  -0.2939
20 O -3.00 1.08 -1.38  -0.0039
21 N -1.11 1.20 -2.89  -0.1583
22 C 0.09 1.27 -3.11  -0.1248
23 H 0.71 1.72 -2.52  0.0567
24 H 0.13 1.82 -4.14  0.1624
25 C 0.74 -0.54 -3.43  0.0579
26 N -0.56 -1.14 -3.58  -0.1079
27 C -0.85 -1.54 -2.43  -0.3419
28 N -0.11 -1.94 -1.35  0.1247
29 C -0.38 -2.25 -0.15  -0.1491
30 C -1.66 -2.78 0.02  -0.1068
31 C -2.60 -2.87 -0.93  -0.0209
32 C -2.13 -2.23 -2.18  0.0536
33 H -3.05 -2.10 -2.93  0.1217
34 H -3.48 -3.04 -0.83  0.0012
35 H -1.79 -3.24 1.00  0.1046
36 H 0.29 -2.53 0.55  0.0822
37 C -1.35 -0.70 -4.55  -0.0759
38 H -1.10 -0.27 -5.33  0.0317
39 C -2.07 0.74 -3.93  -0.0241
40 H -3.13 0.61 -3.38  0.1388
41 H -2.20 1.65 -4.83  0.1748
42 H -2.38 -1.19 -4.47  0.1309
43 H 1.31 -0.32 -4.26  0.0775
44 H 1.31 -0.43 -2.57  0.0700
45 H -0.29 -0.03 3.67  0.2350
46 H 3.18 -0.39 5.87  0.0922
47 H 4.00 -0.19 4.35  0.1010
48 H 2.85 2.16 5.92  0.0080
49 H 3.64 2.08 4.49  -0.0013
50 H 4.58 1.67 6.04  0.1493

Look up the E_tot of the second one. -27890.62098 eV

The lowest E_tot belongs to which entry? C21H23N3O3

Look up the LUMO energy of the second one. 0.627 eV